ORCA calculation (ωB97M-V with the def2-TZVPD basis set) on an isolated ion of composition C24H29F2 and charge +1 at a distorted geometry.

Computed properties:
orbital gap = 6.0528 eV
2S+1 = 1
net charge = +1
strongest force on any atom = 1.86 eV/A
energy above the lowest of the compared OMol25 structures with the same formula, charge and spin = 0.000 eV

Element x y z (Å)
F: 0.18000 5.50018 -2.35276
F: -1.95399 0.63028 -4.89222
C: -2.56216 -1.08351 -3.37554
C: 0.87292 -3.64860 0.56052
C: -0.10527 -1.37132 2.26329
C: 0.17113 4.75133 -1.20173
C: 0.51701 5.37348 -0.01177
C: 0.89837 -1.71940 3.41827
C: -3.18850 -1.85720 -4.48568
C: -1.20013 0.81580 -2.64158
C: 0.41919 -1.09511 0.91840
C: -1.28508 0.41634 -1.30413
C: -2.03228 -0.74622 -1.02923
C: 0.92747 6.80421 0.00970
C: -0.22054 3.42097 -1.29774
C: 0.38679 4.59334 1.14200
C: 2.17067 -4.15381 1.20786
C: 2.63813 -3.39392 2.45390
C: 0.59260 0.29688 0.38981
C: 0.91466 -2.18328 0.05536
C: 1.50327 -3.12238 3.45984
C: 0.03854 3.24624 1.07340
C: -1.90075 0.11644 -3.61826
C: -0.26126 2.62220 -0.15234
C: -2.63715 -1.49215 -2.04037
C: -0.61133 1.10735 -0.09126
H: -0.50828 3.04373 -2.27205
H: -4.02600 -1.30418 -4.93041
H: 1.07662 0.89991 1.18257
H: 1.71837 -0.98793 3.42202
H: 1.99638 -5.20119 1.49709
H: 0.54267 5.06777 2.10903
H: -0.03060 2.67523 1.99737
H: 1.93155 -1.88927 -0.26059
H: 0.13359 7.45031 -0.37487
H: 1.12888 7.10598 1.03786
H: 3.39740 -4.01159 2.96122
H: -0.87045 -2.17123 2.20481
H: 1.27629 0.23478 -0.47898
H: -0.63422 -0.46101 2.59827
H: -3.20518 -2.39617 -1.80230
H: 0.35078 -2.16942 -0.89787
H: 1.92237 -3.25777 4.46859
H: 1.82634 6.99118 -0.58825
H: -1.36827 1.04020 0.70770
H: -2.16782 -1.07393 -0.00123
H: -3.58415 -2.80015 -4.09032
H: -2.47183 -2.08925 -5.28710
H: 0.67300 -4.29384 -0.30737
H: 2.98646 -4.16237 0.47206
H: 3.14879 -2.45835 2.18287
H: -0.59978 1.66345 -2.96348
H: 0.02263 -3.80433 1.23867
H: 0.34489 -1.58733 4.35938
H: 0.71728 -3.88137 3.35756

***

ORCA calculation (ωB97M-V with the def2-TZVPD basis set) on C4H8O2 as an isolated structure.

Computed properties:
orbital gap = 10.7112 eV
2S+1 = 1
strongest force on any atom = 0.76 eV/A
energy above the lowest of the compared OMol25 structures with the same formula, charge and spin = 2.154 eV

Element x y z (Å)
O: 0.17289 1.78916 -0.23678
O: 0.91532 -1.39872 0.50393
C: -1.53375 0.09397 -0.32284
C: 0.86364 -0.72232 -0.75433
C: 0.53281 -0.21501 1.19498
C: -0.04160 0.40679 -0.09110
H: 1.86626 -0.41086 -1.09039
H: -2.17425 0.10851 0.57189
H: -1.98331 0.76993 -1.06783
H: 0.48587 -1.43498 -1.50897
H: -1.51669 -0.90855 -0.72213
H: -0.10452 -0.43171 2.05900
H: 1.41690 0.36475 1.51409
H: 1.10042 1.98904 -0.04952

***

ORCA calculation (ωB97M-V with the def2-TZVPD basis set) on C6H9CeCl2NdO6P as an isolated structure at a distorted geometry.

Computed properties:
orbital gap (spin up / spin down) = 7.1237 / 7.3770 eV
2S+1 = 5
net charge = +4
strongest force on any atom = 10.99 eV/A
energy above the lowest of the compared OMol25 structures with the same formula, charge and spin = 0.000 eV

Element x y z (Å)
Nd: 1.46749 -1.70316 -4.80332
Ce: 0.24852 -0.10702 -0.99416
Cl: 1.74820 -2.26393 -2.27037
Cl: -0.39727 -0.31272 -3.71954
P: -0.04011 0.59070 1.79370
O: -0.85700 -0.74796 0.98764
O: 2.03234 2.81268 -0.35838
O: 3.17244 -2.02940 -8.05329
O: -0.58760 0.51966 3.31560
O: -1.01806 1.69759 0.96309
O: 3.45998 -4.41056 -6.18582
C: 0.14564 0.74698 4.54874
C: 1.32786 1.85553 -0.33466
C: -2.16852 -1.12757 1.34081
C: -1.66092 2.72191 1.74988
C: 2.55669 -1.89342 -7.07385
C: 2.67941 -3.73599 -5.64015
H: -2.25991 3.37206 1.09839
H: 0.94692 0.00411 4.66449
H: 0.72826 1.68601 4.60174
H: -2.32742 2.17914 2.41524
H: -2.53690 -0.74544 2.30238
H: -0.59595 0.68631 5.35948
H: -2.18640 -2.19877 1.23109
H: -2.90730 -0.82294 0.61202
H: -0.97038 3.22621 2.44927

***

ORCA calculation (ωB97M-V with the def2-TZVPD basis set) on a 2-piece molecular cluster, C3H11N2O2S overall at a distorted geometry.

Computed properties:
orbital gap = 10.1830 eV
2S+1 = 1
net charge = +1
strongest force on any atom = 3.43 eV/A
energy above the lowest of the compared OMol25 structures with the same formula, charge and spin = 1.152 eV

Element x y z (Å)
S: -0.22361 0.44790 2.74226
O: 3.29762 -0.94516 0.15602
O: -0.77855 -0.63231 -2.20454
N: 0.85437 -0.53508 -0.21290
N: -2.15166 1.09845 -1.66965
C: -1.06339 0.26016 -1.43150
C: -1.15267 0.18624 1.12146
C: -0.32385 0.46701 -0.09072
H: -0.88431 -0.53741 3.43515
H: 3.89984 -0.58404 0.77760
H: 1.20158 -0.91215 0.64046
H: -1.49058 -0.83108 1.21226
H: -2.63460 1.05343 -2.54476
H: -2.36772 1.77747 -0.91971
H: -2.10459 0.85543 1.25580
H: 0.57049 -1.30860 -0.80274
H: 0.08759 1.41489 -0.22107
H: 1.55263 0.06145 -0.62410
H: 3.71141 -1.33658 -0.61933

***

ORCA calculation (ωB97M-V with the def2-TZVPD basis set) on one molecule with the formula C5H6O2.

Computed properties:
orbital gap = 10.6907 eV
2S+1 = 1
strongest force on any atom = 0.58 eV/A
SMILES = C#C[C@H](C=O)CO
energy above the lowest of the compared OMol25 structures with the same formula, charge and spin = 2.582 eV

Element x y z (Å)
O: -2.22423 0.00211 0.29381
O: -0.33547 1.83023 1.04532
C: 0.08658 1.52226 -0.04326
C: 2.38161 -0.96902 0.29538
C: -1.10758 -0.76068 -0.06960
C: 1.36825 -0.49707 -0.15319
C: 0.09468 0.09305 -0.58124
H: -0.76429 -1.40383 0.75027
H: 0.07659 0.15657 -1.67674
H: -1.43173 -1.41039 -0.88633
H: -1.94682 0.54715 1.04579
H: 3.27559 -1.39277 0.69745
H: 0.52682 2.28239 -0.71768

***

ORCA calculation (ωB97M-V with the def2-TZVPD basis set) on one molecule with the formula C11H17NOS at a distorted geometry.

Computed properties:
orbital gap (spin up / spin down) = 5.9511 / 5.9520 eV
2S+1 = 1
strongest force on any atom = 7.04 eV/A
energy above the lowest of the compared OMol25 structures with the same formula, charge and spin = 5.480 eV

Element x y z (Å)
S: -2.17394 -0.66379 -0.44369
O: 1.25203 -0.15365 -0.90097
N: -0.99540 1.00913 -2.28870
C: -0.55902 -1.17480 0.15421
C: -1.35668 -3.58152 0.40010
C: 0.85761 -2.83461 1.21234
C: -0.65791 0.64278 2.29860
C: 0.32525 3.13470 -2.43634
C: 0.35519 0.86358 1.12021
C: 1.30570 1.96738 1.20902
C: -1.64791 0.25972 -1.62594
C: -0.38141 -2.44592 0.51590
C: 0.52486 -0.02008 0.14863
C: 0.19710 1.62437 -2.73029
H: 1.08305 2.84750 1.87925
H: 0.64991 -2.88741 2.29188
H: 0.64638 3.46848 -1.53342
H: -1.62908 0.96624 1.91467
H: 0.95755 3.53532 -3.15710
H: 1.66768 2.17590 0.16714
H: -1.20578 -4.05200 -0.60385
H: -0.73278 -0.42890 2.60237
H: -0.40359 1.41300 3.13598
H: 2.25110 1.71359 1.77779
H: 0.96733 0.98190 -2.23350
H: 0.19029 1.46457 -3.78253
H: 1.14232 -3.85375 1.07664
H: -0.64212 3.59274 -2.54855
H: -1.23586 -4.26456 1.27675
H: 1.62353 -2.16566 0.88867
H: -2.37537 -3.13428 0.21474

***

ORCA calculation (ωB97M-V with the def2-TZVPD basis set) on C37H37GeIN3NiOPS3 as an isolated structure at a distorted geometry.

Computed properties:
orbital gap (spin up / spin down) = 4.3834 / 4.3794 eV
2S+1 = 1
net charge = -2
strongest force on any atom = 1.15 eV/A
energy above the lowest of the compared OMol25 structures with the same formula, charge and spin = 0.000 eV

Element x y z (Å)
I: -1.69012 -1.35062 -2.32292
Ge: 2.06666 0.18583 -2.72799
Ni: -0.06449 -0.79312 -0.58626
S: -2.45757 2.86399 -1.56509
S: -3.98295 4.87381 0.07320
S: -4.03995 7.40101 1.65498
P: -0.09131 -2.63077 0.39337
O: -0.78366 0.56149 0.98354
N: -1.53845 5.20384 -0.55953
N: 0.18673 1.89765 2.50353
N: -1.96632 6.29838 0.19718
C: -1.23328 -5.05684 1.05281
C: -4.91132 -4.79613 -0.90384
C: 1.36303 -3.74840 0.12690
C: -4.20972 -2.84415 -2.07791
C: 0.38094 6.83493 0.36529
C: -0.17167 9.50773 0.81529
C: 1.14683 9.08257 0.78305
C: 0.80345 1.38595 -3.64702
C: 1.83808 -0.05872 -0.84740
C: -3.39548 -5.94432 0.60384
C: 3.55181 -5.36980 -0.55340
C: 2.11897 -1.49743 -3.75442
C: -1.41864 -3.95709 0.26033
C: 0.85955 2.10747 0.16557
C: 1.41348 7.73909 0.55185
C: 2.16607 -4.31671 1.11247
C: -0.04450 -2.39357 2.21370
C: -2.20203 -6.06560 1.23467
C: 0.05865 -1.52768 4.88932
C: 0.00597 1.46195 1.21373
C: -3.64591 -4.85336 -0.26550
C: -5.20107 -3.80224 -1.77844
C: 2.75680 -4.80900 -1.54804
C: -1.21840 8.61245 0.63202
C: 1.07917 -1.72509 2.71586
C: -2.64786 -3.85032 -0.49708
C: 3.25482 -5.11692 0.77699
C: -1.07566 -2.15707 4.39515
C: 3.86460 0.97245 -3.17633
C: -1.12514 -2.58709 3.07425
C: -2.50096 4.33106 -0.73816
C: 1.68251 -4.00236 -1.20915
C: -3.23743 6.31107 0.64641
C: -2.97942 -2.85383 -1.48665
C: -0.94416 7.26652 0.41670
C: 2.12421 1.25256 -0.07962
C: 1.13837 -1.31309 4.03714
H: -0.29974 -5.14240 1.59786
H: 2.35087 -1.28029 -4.80129
H: 0.26198 2.16640 -0.74307
H: 2.85783 1.91495 -0.57094
H: -0.16619 1.29562 3.23005
H: 3.92404 2.02707 -2.89344
H: -4.17963 -6.68171 0.74272
H: 1.89840 -1.50068 2.03994
H: 0.25167 2.01716 -2.95004
H: -6.17197 -3.74907 -2.25719
H: 1.34564 2.02341 -4.35120
H: 0.97317 2.48442 2.71537
H: 2.61021 -0.79425 -0.57682
H: 1.16558 -2.02529 -3.70865
H: 1.94689 -4.13161 2.15756
H: 4.65292 0.43050 -2.64569
H: 0.57892 5.79266 0.16499
H: 4.40185 -5.98914 -0.81553
H: 1.08866 -3.52726 -1.98232
H: -1.93413 -2.30905 5.03959
H: -2.23960 8.95274 0.65933
H: -2.02619 -3.06192 2.70546
H: 2.02288 -0.80082 4.39918
H: -4.42106 -2.07373 -2.81019
H: 4.05908 0.90233 -4.25190
H: 0.09801 -1.19664 5.92047
H: 0.06359 0.80813 -4.20721
H: 2.43623 7.38439 0.51181
H: 2.56855 1.01807 0.89994
H: 1.95662 9.78779 0.92607
H: -2.00028 -6.90582 1.88880
H: 3.87060 -5.54309 1.56144
H: -0.40237 10.55352 0.98128
H: 1.12196 3.12325 0.48159
H: -5.63697 -5.56958 -0.67574
H: 2.90064 -2.14880 -3.35375
H: 2.98810 -4.98172 -2.59283

***

ORCA calculation (ωB97M-V with the def2-TZVPD basis set) on one molecule with the formula C10H15N5O4 at a distorted geometry.

Computed properties:
orbital gap = 9.7950 eV
2S+1 = 1
strongest force on any atom = 7.09 eV/A
SMILES = NC(=O)C[C@H](NC(=O)[C@@H](N)Cc1c[nH]cn1)C(=O)O
energy above the lowest of the compared OMol25 structures with the same formula, charge and spin = 6.883 eV

Element x y z (Å)
O: -4.15569 -2.17943 0.90866
O: -3.10157 -2.12300 -1.13874
O: -4.33837 2.95253 -0.55006
O: -0.48205 -0.49500 -1.64220
N: -1.21614 -0.40178 0.54358
N: 5.78303 0.40954 -0.61292
N: -5.16672 0.90468 0.53630
N: 4.15650 0.26175 1.01769
N: 1.05642 -0.02632 1.68399
C: -0.25381 -0.19005 -0.42432
C: 3.54458 0.16478 -0.31806
C: -3.41269 -1.53112 0.13267
C: -2.67678 -0.23874 0.48379
C: 2.30783 -0.72288 -0.47274
C: 5.45571 0.51177 0.81788
C: 4.55411 0.04750 -1.16723
C: 1.08966 0.11351 0.24720
C: -4.28120 1.69897 -0.12479
C: -2.98831 0.84270 -0.50234
H: 2.46772 -1.73508 -0.23284
H: 1.25578 -0.97906 1.76418
H: -2.83769 0.56653 -1.58095
H: -0.76491 -0.29559 1.50519
H: 1.72380 0.41321 2.31439
H: 2.33785 -0.68367 -1.56996
H: -6.08990 1.03132 0.11095
H: 4.50727 -0.30845 -2.16688
H: 6.79795 0.43066 -0.99896
H: -2.80261 0.13735 1.65959
H: -2.08268 1.61226 -0.44365
H: 6.09831 0.43213 1.91270
H: -2.50570 -1.65462 -1.67471
H: -5.04248 -0.13504 0.18569
H: 1.06280 1.16865 -0.20313

***

For the records above, the corresponding E_tot values read -30786.0157, -8371.1281, -81149.2122, -21193.5633, -9374.5138, -26050.2108, -192941.6808, -26249.6866 eV.